Record 1
Molecular formula: C4H7NO2
Method: DFT, the ωB97M-V functional and the def2-TZVPD basis

* LUMO energy (alpha / beta): -1.530 / -0.452 eV
* HOMO-LUMO gap (alpha / beta): 0.2962 / 0.3443 hartree
* highest occupied orbital energy (alpha / beta): -9.59 / -9.82 eV

Element x y z (Å)
O (-0.23, 0.52, 2.08)
C (0.31, 0.59, 0.79)
C (0.84, -0.83, 0.35)
N (-0.11, -1.41, -0.56)
C (-0.44, 1.04, -1.56)
C (-0.77, 0.74, -0.25)
O (-1.78, 0.03, 0.04)
H (-1.12, 0.15, 1.94)
H (1.10, 1.34, 0.79)
H (1.79, -0.70, -0.19)
H (1.05, -1.44, 1.24)
H (0.04, -2.43, -0.52)
H (-1.16, 0.82, -2.34)
H (0.48, 1.56, -1.81)

Here are the Mulliken charges for atoms 1 to 8, given in e: number 1, O, carries -0.57; number 2, C, carries -0.21; number 3, C, carries -0.57; number 4, N, carries -0.46; number 5, C, carries -0.70; number 6, C, carries 0.72; number 7, O, carries -0.58; number 8, H, carries 0.38



Record 2
Molecular formula: C87H212N4O21
Method: DFT, the ωB97M-V functional and the def2-TZVPD basis

* LUMO energy: 0.297 eV
* HOMO-LUMO gap: 0.3086 hartree
* highest occupied orbital energy: -8.10 eV

Element x y z (Å)
C (-1.33, 3.71, 2.09)
C (0.05, 4.23, 2.41)
C (1.10, 3.63, 1.48)
O (0.14, 5.68, 2.36)
H (-1.47, 3.75, 1.02)
H (-2.21, 4.15, 2.57)
H (-1.36, 2.59, 2.30)
H (0.32, 3.94, 3.42)
H (2.06, 4.10, 1.69)
H (0.87, 3.85, 0.48)
H (1.19, 2.53, 1.54)
H (-0.41, 6.03, 3.02)
C (4.07, -2.63, 7.28)
C (2.58, -2.53, 7.29)
C (2.16, -1.84, 8.52)
O (1.98, -1.87, 6.14)
H (4.49, -1.66, 7.07)
H (4.45, -3.16, 6.44)
H (4.39, -3.04, 8.28)
H (2.14, -3.51, 7.27)
H (2.44, -2.41, 9.44)
H (1.10, -1.51, 8.71)
H (2.59, -0.81, 8.61)
H (1.06, -1.68, 6.38)
C (-2.03, 0.59, -8.15)
C (-0.76, 1.38, -7.90)
C (-0.67, 2.59, -8.82)
O (-0.82, 1.86, -6.55)
H (-2.81, 1.17, -7.83)
H (-1.99, -0.34, -7.55)
H (-2.06, 0.29, -9.16)
H (0.08, 0.72, -8.10)
H (-1.60, 3.15, -8.85)
H (-0.24, 2.35, -9.81)
H (0.08, 3.24, -8.38)
H (0.09, 2.20, -6.27)
C (5.86, -1.79, 2.58)
C (5.51, -1.31, 3.88)
C (6.58, -1.54, 4.91)
O (5.23, 0.14, 3.82)
H (6.67, -1.20, 2.15)
H (5.04, -1.71, 1.87)
H (6.21, -2.81, 2.67)
H (4.61, -1.78, 4.26)
H (7.55, -1.36, 4.50)
H (6.55, -2.58, 5.29)
H (6.57, -0.78, 5.70)
H (4.69, 0.38, 4.58)
C (-3.20, -0.09, -4.26)
C (-3.44, -1.50, -3.72)
C (-2.24, -2.06, -3.02)
O (-4.55, -1.46, -2.80)
H (-2.61, 0.01, -5.13)
H (-2.70, 0.55, -3.48)
H (-4.14, 0.41, -4.41)
H (-3.70, -2.24, -4.53)
H (-1.31, -1.76, -3.43)
H (-2.19, -3.18, -2.91)
H (-2.19, -1.65, -1.99)
H (-4.65, -2.38, -2.43)
C (-3.77, -5.90, -2.87)
C (-5.10, -5.35, -2.46)
C (-6.03, -6.46, -1.93)
O (-4.90, -4.26, -1.53)
H (-3.30, -6.32, -2.01)
H (-3.11, -5.11, -3.28)
H (-3.93, -6.57, -3.72)
H (-5.57, -4.91, -3.38)
H (-6.44, -7.03, -2.83)
H (-6.91, -5.97, -1.49)
H (-5.48, -7.16, -1.27)
H (-4.37, -4.60, -0.80)
C (-6.46, -1.93, -6.17)
C (-6.89, -0.48, -6.37)
C (-6.16, 0.28, -7.52)
O (-8.35, -0.42, -6.52)
H (-7.09, -2.42, -5.48)
H (-5.44, -1.82, -5.78)
H (-6.36, -2.46, -7.10)
H (-6.76, 0.01, -5.45)
H (-6.20, -0.35, -8.49)
H (-5.14, 0.43, -7.21)
H (-6.63, 1.22, -7.67)
H (-8.59, 0.47, -6.55)
C (1.67, 7.72, -2.12)
C (1.81, 6.65, -1.06)
C (3.06, 6.97, -0.27)
O (0.64, 6.56, -0.22)
H (2.52, 7.72, -2.79)
H (1.53, 8.71, -1.72)
H (0.83, 7.55, -2.85)
H (1.95, 5.68, -1.58)
H (3.20, 6.36, 0.60)
H (2.92, 8.01, 0.07)
H (3.95, 6.85, -0.87)
H (0.84, 6.22, 0.67)
C (7.35, -0.66, -2.56)
C (6.09, -0.16, -3.33)
C (5.08, 0.65, -2.58)
O (6.57, 0.61, -4.45)
H (6.92, -1.50, -1.98)
H (7.60, 0.13, -1.81)
H (8.24, -0.98, -3.13)
H (5.56, -1.06, -3.76)
H (4.18, 0.58, -3.14)
H (5.48, 1.63, -2.28)
H (4.86, 0.26, -1.57)
H (5.92, 1.17, -4.88)
C (-2.11, -5.62, 2.52)
C (-2.86, -4.42, 2.00)
C (-2.03, -3.53, 1.17)
O (-3.97, -4.82, 1.18)
H (-1.52, -6.00, 1.64)
H (-2.79, -6.37, 2.92)
H (-1.34, -5.32, 3.24)
H (-3.37, -3.96, 2.80)
H (-1.10, -3.34, 1.66)
H (-2.42, -2.53, 0.98)
H (-1.83, -4.11, 0.26)
H (-4.76, -5.16, 1.58)
C (3.52, -5.95, 4.89)
C (3.31, -5.70, 3.47)
C (4.25, -4.70, 2.85)
O (3.45, -6.98, 2.79)
H (3.12, -5.11, 5.40)
H (4.61, -6.03, 5.05)
H (3.07, -6.84, 5.36)
H (2.24, -5.43, 3.30)
H (5.30, -5.06, 3.04)
H (4.24, -3.76, 3.33)
H (4.13, -4.60, 1.73)
H (3.63, -6.83, 1.86)
C (5.33, 3.71, 0.69)
C (5.64, 2.77, 1.86)
C (5.54, 3.32, 3.26)
O (4.68, 1.71, 1.71)
H (4.36, 4.19, 0.78)
H (5.47, 3.21, -0.30)
H (6.12, 4.48, 0.74)
H (6.67, 2.33, 1.69)
H (4.49, 3.55, 3.47)
H (6.16, 4.22, 3.33)
H (5.73, 2.53, 3.95)
H (4.91, 0.96, 2.30)
C (3.56, 4.83, -6.12)
C (4.76, 3.99, -5.47)
C (4.81, 4.33, -3.95)
O (4.62, 2.58, -5.67)
H (3.47, 4.58, -7.21)
H (3.72, 5.91, -6.14)
H (2.60, 4.58, -5.59)
H (5.79, 4.23, -5.79)
H (5.77, 4.07, -3.50)
H (4.04, 3.76, -3.49)
H (4.48, 5.30, -3.72)
H (3.75, 2.21, -5.84)
C (1.24, 1.79, 6.59)
C (2.50, 1.92, 5.76)
C (3.28, 3.14, 6.26)
O (3.33, 0.74, 5.74)
H (0.84, 2.78, 6.78)
H (1.36, 1.47, 7.69)
H (0.44, 1.20, 6.12)
H (2.17, 2.16, 4.70)
H (4.32, 3.07, 6.02)
H (3.11, 3.36, 7.36)
H (2.87, 4.02, 5.72)
H (2.75, 0.02, 5.92)
C (1.46, -3.93, -3.28)
C (2.05, -4.34, -1.97)
C (0.92, -4.92, -1.02)
O (2.99, -5.47, -2.24)
H (2.11, -3.27, -3.85)
H (0.44, -3.46, -3.23)
H (1.26, -4.83, -3.88)
H (2.71, -3.55, -1.46)
H (0.68, -5.90, -1.35)
H (0.10, -4.15, -1.06)
H (1.20, -4.92, 0.03)
H (3.44, -5.31, -3.10)
C (5.86, -4.26, -0.47)
C (5.79, -5.83, -0.37)
C (6.77, -6.31, 0.65)
O (4.47, -6.19, 0.05)
H (5.11, -3.79, -1.16)
H (6.83, -3.80, -0.64)
H (5.55, -3.85, 0.56)
H (5.96, -6.26, -1.38)
H (7.75, -5.89, 0.57)
H (6.83, -7.41, 0.64)
H (6.46, -6.03, 1.66)
H (3.82, -6.11, -0.66)
C (3.55, -1.24, -5.84)
C (2.33, -0.56, -6.37)
C (1.29, -1.62, -6.51)
O (1.92, 0.55, -5.55)
H (3.65, -2.22, -6.39)
H (3.19, -1.48, -4.79)
H (4.48, -0.71, -5.74)
H (2.59, -0.13, -7.38)
H (1.70, -2.43, -7.07)
H (0.34, -1.34, -7.01)
H (0.97, -1.97, -5.50)
H (1.67, 0.17, -4.71)
C (-4.80, -0.61, 2.55)
C (-5.87, -0.60, 1.50)
C (-7.15, 0.12, 1.99)
C (-6.92, 1.63, 2.03)
C (-6.62, 2.16, 0.59)
C (-5.40, 1.48, -0.11)
N (-5.48, -0.02, 0.15)
O (-4.22, -0.61, -0.15)
C (-5.53, 1.69, -1.60)
C (-4.08, 2.08, 0.43)
C (-6.25, -2.07, 1.24)
H (-4.53, 0.37, 2.98)
H (-3.91, -1.13, 2.27)
H (-5.19, -1.15, 3.42)
H (-8.02, -0.10, 1.33)
H (-7.32, -0.37, 2.98)
H (-6.15, 1.96, 2.71)
H (-7.87, 2.11, 2.45)
H (-6.45, 3.25, 0.61)
H (-7.53, 2.11, 0.04)
H (-4.85, 1.15, -2.21)
H (-6.50, 1.36, -1.99)
H (-5.47, 2.75, -1.97)
H (-3.90, 1.70, 1.43)
H (-3.16, 1.80, -0.17)
H (-4.30, 3.14, 0.58)
H (-6.60, -2.59, 2.15)
H (-5.41, -2.63, 0.91)
H (-6.92, -2.00, 0.40)
H (-4.35, -0.89, -1.08)
C (-3.48, -3.65, 7.31)
C (-2.12, -2.85, 7.12)
C (-1.71, -2.90, 5.68)
C (-2.46, -2.04, 4.72)
C (-2.56, -0.59, 5.25)
C (-2.87, -0.44, 6.72)
N (-2.09, -1.35, 7.51)
O (-2.46, -1.11, 8.87)
C (-2.61, 1.06, 7.10)
C (-4.35, -0.69, 6.91)
C (-1.11, -3.55, 8.04)
H (-3.08, -4.70, 7.28)
H (-4.25, -3.67, 6.48)
H (-3.96, -3.51, 8.30)
H (-0.65, -2.55, 5.61)
H (-1.60, -3.97, 5.39)
H (-3.46, -2.28, 4.57)
H (-1.94, -1.95, 3.78)
H (-3.34, -0.16, 4.64)
H (-1.62, -0.26, 4.88)
H (-2.81, 1.60, 6.20)
H (-3.28, 1.36, 7.91)
H (-1.62, 1.25, 7.43)
H (-4.79, -0.91, 7.93)
H (-5.05, 0.10, 6.60)
H (-4.58, -1.53, 6.30)
H (-1.04, -4.65, 8.10)
H (-1.39, -3.18, 9.03)
H (-0.11, -3.21, 7.81)
H (-3.46, -1.19, 9.00)
C (1.86, -0.18, 2.54)
C (1.28, -0.62, 1.25)
C (-0.22, -0.42, 1.51)
C (-1.02, -0.48, 0.22)
C (-0.45, 0.52, -0.74)
C (1.02, 0.39, -1.08)
N (1.70, 0.37, 0.26)
O (3.12, 0.28, 0.04)
C (1.34, -0.88, -1.94)
C (1.49, 1.59, -1.88)
C (1.63, -2.16, 1.17)
H (2.93, -0.31, 2.53)
H (1.41, -0.82, 3.44)
H (1.50, 0.81, 2.79)
H (-0.48, -1.18, 2.28)
H (-0.33, 0.64, 1.87)
H (-2.10, -0.43, 0.39)
H (-0.95, -1.58, -0.14)
H (-0.59, 1.50, -0.29)
H (-1.02, 0.56, -1.68)
H (0.96, -1.89, -1.51)
H (0.76, -0.79, -2.86)
H (2.42, -0.99, -2.13)
H (2.58, 1.33, -2.05)
H (0.92, 1.70, -2.83)
H (1.41, 2.48, -1.29)
H (1.09, -2.72, 0.37)
H (1.46, -2.55, 2.18)
H (2.68, -2.32, 1.07)
H (3.48, 1.04, 0.63)
C (-2.78, 7.41, -1.41)
C (-3.03, 6.34, -2.52)
C (-3.50, 6.98, -3.84)
C (-3.26, 6.18, -5.08)
C (-1.84, 5.61, -5.15)
C (-1.39, 4.79, -3.89)
N (-1.63, 5.73, -2.78)
O (-1.36, 4.97, -1.59)
C (-2.18, 3.48, -3.93)
C (0.11, 4.59, -3.92)
C (-4.10, 5.35, -1.91)
H (-2.17, 8.26, -1.76)
H (-2.43, 6.98, -0.54)
H (-3.79, 7.83, -1.16)
H (-4.62, 7.05, -3.86)
H (-3.09, 7.99, -3.95)
H (-3.42, 6.84, -5.88)
H (-3.92, 5.27, -5.13)
H (-1.07, 6.39, -5.37)
H (-1.76, 5.03, -6.03)
H (-3.24, 3.58, -3.64)
H (-2.19, 3.02, -4.89)
H (-1.69, 2.77, -3.28)
H (0.52, 3.88, -3.24)
H (0.31, 4.21, -4.95)
H (0.56, 5.55, -3.73)
H (-4.46, 4.66, -2.70)
H (-4.91, 5.88, -1.41)
H (-3.59, 4.78, -1.16)
H (-0.59, 5.36, -1.22)

Here are the Mulliken charges for atoms 1 to 8, given in e: number 1, C, carries -0.15; number 2, C, carries 0.51; number 3, C, carries -0.41; number 4, O, carries -0.69; number 5, H, carries -0.40; number 6, H, carries 0.64; number 7, H, carries -0.39; number 8, H, carries 0.47



The records above yield energy above the lowest of the compared OMol25 structures with the same formula, charge and spin values of 5.397 0.359 eV, respectively.